Record 1
Entry from the OMol25 dataset: a cluster of 6 separate species, C18H33Cl6N3 in total in a non-equilibrium geometry (ωB97M-V/def2-TZVPD).

## Properties
frontier orbital gap: 10.9 eV
highest occupied orbital energy: -0.3910 Eh
E_LUMO: 0.22 eV
spin multiplicity: 1
SMILES: CCCC#N.CCCC#N.CCCC#N.ClCCCl.ClCCCl.ClCCCl

```
60
Properties=species:S:1:pos:R:3:nbo_charge:R:1
C -1.323 -19.674 1.429 -0.6183
C -1.097 -18.477 2.379 -0.3610
C -1.306 -17.122 1.638 -0.5242
C -2.593 -16.872 1.004 0.3131
N -3.633 -16.624 0.538 -0.3617
H -0.770 -19.519 0.508 0.1995
H -2.386 -19.699 1.119 0.2258
H -1.087 -20.588 1.890 0.2154
H -0.086 -18.484 2.676 0.2094
H -1.860 -18.532 3.280 0.2074
H -0.591 -17.220 0.796 0.2429
H -0.977 -16.318 2.244 0.2540
C -6.752 -21.682 -2.156 -0.6100
C -7.304 -20.467 -1.464 -0.3833
C -6.274 -19.652 -0.611 -0.5059
C -5.403 -20.348 0.430 0.3343
N -4.731 -20.830 1.234 -0.4061
H -5.913 -21.466 -2.829 0.2077
H -7.534 -22.197 -2.746 0.2175
H -6.361 -22.402 -1.453 0.2096
H -8.114 -20.722 -0.816 0.2052
H -7.667 -19.860 -2.254 0.2143
H -6.775 -18.796 -0.145 0.2667
H -5.434 -19.199 -1.239 0.2503
C -3.819 -16.717 10.255 -0.6073
C -2.783 -17.360 9.241 -0.3813
C -3.183 -18.659 8.544 -0.5130
C -3.409 -19.805 9.435 0.2907
N -3.610 -20.710 10.109 -0.3414
H -3.363 -15.859 10.730 0.2123
H -4.116 -17.405 11.017 0.2118
H -4.708 -16.323 9.687 0.2029
H -1.836 -17.418 9.767 0.2102
H -2.838 -16.666 8.401 0.2094
H -2.444 -18.911 7.773 0.2526
H -4.143 -18.498 8.068 0.2504
Cl -2.953 -20.652 5.671 -0.0925
C -3.432 -21.468 4.162 -0.3800
C -4.478 -22.538 4.529 -0.3954
Cl -5.975 -21.677 4.982 -0.0568
H -2.415 -21.903 3.804 0.2259
H -3.809 -20.721 3.516 0.2383
H -4.091 -23.160 5.368 0.2297
H -4.685 -23.207 3.666 0.2321
Cl -13.498 -19.488 3.707 -0.0587
C -12.423 -19.980 2.415 -0.3938
C -12.196 -21.435 2.287 -0.4155
Cl -13.544 -22.357 1.726 -0.0208
H -11.553 -19.418 2.732 0.2298
H -12.830 -19.524 1.521 0.2192
H -11.933 -21.792 3.223 0.2192
H -11.330 -21.539 1.602 0.2205
Cl -7.124 -17.441 2.321 -0.1050
C -5.788 -16.606 3.276 -0.3674
C -5.438 -17.383 4.488 -0.3948
Cl -4.401 -16.429 5.610 -0.0757
H -6.157 -15.589 3.438 0.2254
H -4.922 -16.503 2.556 0.2449
H -4.740 -18.196 4.144 0.2313
H -6.376 -17.707 5.014 0.2400
```



Record 2
Entry from the OMol25 dataset: a structure of composition C4H8OSSi in a non-equilibrium geometry (ωB97M-V/def2-TZVPD).

## Properties
frontier orbital gap: 8.8 eV
highest occupied orbital energy: -0.3053 Eh
E_LUMO: 0.51 eV
spin multiplicity: 1

```
15
Properties=species:S:1:pos:R:3:nbo_charge:R:1
C 1.163 1.371 0.382 0.1684
C 2.293 2.009 0.598 -0.5223
C -1.903 -0.807 1.068 -1.1469
C -0.059 -1.312 -1.581 -1.1525
O 1.017 0.035 0.658 -0.8417
Si -0.492 -0.219 -0.101 1.7355
S -0.285 1.954 -0.487 -0.1861
H 2.363 2.924 0.229 0.2024
H 3.018 1.523 1.319 0.2224
H -1.767 -1.294 2.055 0.2723
H -2.649 -0.007 1.210 0.2564
H -2.462 -1.604 0.391 0.2357
H 0.780 -0.900 -2.224 0.2701
H -0.011 -2.455 -1.444 0.2604
H -1.006 -1.217 -2.073 0.2260
```